Record 1
Formula: CH6N4O
Source: OMol25
Level of theory: ωB97M-V/def2-TZVPD

```
12
Properties=species:S:1:pos:R:3:forces:R:3:mulliken_charge:R:1
C -1.544 0.257 0.927 0.0 0.0 -0.2 -0.5285
N -0.123 0.140 0.611 0.4 0.6 -0.2 0.1202
N 1.880 -0.593 -0.783 -0.5 0.2 0.1 -0.1188
O -0.111 0.838 -1.196 -0.2 -0.3 0.4 -0.7931
N 0.279 -1.085 0.626 0.2 -0.3 -0.2 -0.1755
N 1.438 -1.393 0.138 -0.3 0.3 -0.3 -0.3174
H 0.030 1.757 -0.934 0.0 -0.1 0.1 0.3256
H 1.133 0.177 -1.185 0.3 -0.4 0.4 0.4242
H 2.673 -0.983 -1.276 -0.1 0.1 0.1 0.2343
H -1.840 1.291 0.771 0.0 -0.1 0.0 0.2678
H -1.662 0.005 1.983 0.1 0.0 -0.1 0.2755
H -2.154 -0.410 0.317 0.0 0.0 0.0 0.2856
```
Positions in Å, forces in eV/Å.

Computed properties:
HOMO level (alpha / beta)   -8.90 / -8.90 eV
Kohn-Sham gap (alpha / beta)   8.355 / 8.353 eV
ΔE to the lowest compared entry with this formula, charge and spin   545.2 kJ/mol
Lowest unoccupied orbital energy (alpha / beta)   -0.544 / -0.544 eV

Record 2
Formula: C2H7NO3
Source: OMol25
Level of theory: ωB97M-V/def2-TZVPD

```
13
Properties=species:S:1:pos:R:3:forces:R:3:mulliken_charge:R:1
C 2.058 -0.803 -0.944 -1.6 2.3 -2.4 -0.9806
N 0.576 -0.533 -0.938 2.3 -1.7 0.3 -0.2794
C 0.177 0.735 -0.600 -1.3 -1.0 -0.1 0.7017
O -0.788 0.897 0.101 0.2 0.9 0.0 -0.5620
O 0.808 1.757 -1.230 1.6 -0.2 -0.6 -0.4631
H 2.487 -0.210 -0.145 0.7 0.4 -0.3 0.3036
H 2.218 -1.814 -0.654 0.3 -0.9 -0.6 0.3626
H 2.264 -0.495 -2.042 1.2 -0.9 2.0 0.3052
H 0.248 -1.356 -0.447 -1.4 1.1 0.3 0.2800
H 1.619 1.530 -1.799 -2.0 0.0 1.4 0.3305
O -4.165 0.182 3.103 -3.3 1.4 2.0 -0.6062
H -3.598 -0.504 3.253 2.3 -2.7 0.5 0.2931
H -3.905 0.614 2.343 1.0 1.3 -2.5 0.3146
```
Positions in Å, forces in eV/Å.

Computed properties:
HOMO level   -10.08 eV
Kohn-Sham gap   10.449 eV
ΔE to the lowest compared entry with this formula, charge and spin   143.0 kJ/mol
Lowest unoccupied orbital energy   0.369 eV